Molecular formula: C49H53N10O4PPt
Method: DFT, wB97M-V/def2-TZVPD

Properties
Kohn-Sham gap (spin up / spin down) = 4.257 / 4.277 eV
Net charge = +2
E_tot = -87284.0125 eV
E_HOMO (spin up / spin down) = -11.9777 / -11.9775 eV
Spin multiplicity = 1

Each line ends with the Mulliken charge.
Atoms and positions in Å:
Pt -0.1766 -0.0391 -0.5011  7.01
C -0.7654 -3.6130 7.1562  -1.01
O -0.9644 -2.7717 6.0351  -0.36
C -1.4564 -1.5267 6.2256  0.76
C -1.7773 -0.9716 7.4577  -0.45
C -2.2452 0.3276 7.5368  -0.83
C -2.3799 1.0945 6.3875  -1.26
C -2.0739 0.5601 5.1500  -0.01
C -1.6271 -0.7537 5.0452  -0.03
N -1.2472 -1.3752 3.8617  0.11
C -1.2421 -0.8544 2.5806  -0.37
N -2.3765 -0.1983 2.2639  -0.07
C -2.6969 0.7429 1.2907  -0.07
C -1.9235 1.0628 0.1753  -1.31
C -2.3796 2.0885 -0.6470  0.02
C -3.5715 2.7563 -0.3940  -1.46
C -4.3483 2.4325 0.7054  -0.52
C -3.9269 1.4246 1.5538  1.32
O -4.5894 1.0130 2.6680  -0.40
C -5.8468 1.5873 2.9768  -0.96
N -0.2327 -1.0283 1.7835  1.02
C 0.9112 -1.6858 2.2633  -1.45
C 2.0761 -0.9174 2.4106  -0.21
C 3.2330 -1.4462 2.9379  -0.66
C 3.2546 -2.7770 3.3415  -0.87
C 2.1360 -3.5633 3.1705  -1.02
C 0.9557 -3.0549 2.6168  0.94
O -0.0597 -3.9563 2.5360  -0.45
C -1.0695 -3.8736 1.5497  -0.30
H -0.4195 -4.5616 6.7497  0.26
H -1.6987 -3.7726 7.7015  0.37
H -0.0103 -3.1991 7.8305  0.40
H -1.6488 -1.5491 8.3572  0.46
H -2.4872 0.7475 8.4999  0.41
H -2.7038 2.1205 6.4576  0.43
H -2.1530 1.1873 4.2767  0.38
H -0.6825 -2.2003 4.0359  0.45
H -3.1325 -0.3024 2.9363  0.60
H -1.8226 2.3657 -1.5301  0.42
H -3.9071 3.5310 -1.0657  0.52
H -5.2666 2.9661 0.8930  0.53
H -6.5763 1.4011 2.1844  0.38
H -5.7539 2.6624 3.1494  0.38
H -6.1816 1.1029 3.8922  0.27
H 2.0301 0.1171 2.1053  0.38
H 4.1091 -0.8268 3.0494  0.51
H 4.1488 -3.2036 3.7665  0.45
H 2.1386 -4.6035 3.4552  0.59
H -1.4051 -4.8990 1.3948  0.47
H -0.6957 -3.4727 0.6072  -0.11
H -1.9170 -3.2689 1.8827  0.15
N 1.5582 -1.8380 -0.5733  -0.25
C 2.4985 -1.9767 -1.6224  -0.51
C 3.6552 -2.7287 -1.4480  -0.58
C 4.4819 -2.9759 -2.5284  -0.89
C 4.1473 -2.4875 -3.7821  -0.87
C 3.0201 -1.7025 -3.9463  -1.05
C 2.2120 -1.3968 -2.8567  1.17
P 0.6865 -0.3456 -2.9701  1.33
C -0.0441 -1.3083 -4.3297  0.54
C -0.1570 -2.6893 -4.1608  -0.78
C -0.6416 -3.4795 -5.1856  -0.75
C -1.0249 -2.8961 -6.3834  -0.75
C -0.9439 -1.5212 -6.5439  -0.91
C -0.4636 -0.7241 -5.5209  -0.36
C 1.2150 1.2512 -3.6717  0.54
C 0.8599 2.3995 -2.9703  0.06
C 1.1841 3.6502 -3.4641  -0.68
C 1.8847 3.7657 -4.6547  -0.94
C 2.2471 2.6262 -5.3525  -0.88
C 1.9131 1.3715 -4.8695  -0.33
H 0.7726 -2.4705 -0.7187  0.31
H 1.9861 -2.0482 0.3239  -0.41
H 3.8773 -3.1565 -0.4800  0.61
H 5.3639 -3.5825 -2.3982  0.45
H 4.7691 -2.7161 -4.6350  0.51
H 2.7692 -1.3446 -4.9319  0.34
H 0.1535 -3.1427 -3.2279  0.24
H -0.7093 -4.5491 -5.0552  0.51
H -1.3810 -3.5122 -7.1940  0.46
H -1.2483 -1.0697 -7.4750  0.49
H -0.3885 0.3461 -5.6533  0.65
H 0.3123 2.2849 -2.0435  -0.62
H 0.8884 4.5363 -2.9234  0.58
H 2.1333 4.7399 -5.0467  0.43
H 2.7840 2.7144 -6.2844  0.52
H 2.1841 0.5037 -5.4485  0.37
N -3.1084 0.6160 -4.6581  -0.25
C -2.4587 0.1274 -3.5912  0.59
O -1.4749 0.7144 -3.1084  -0.63
C -2.9429 -1.1336 -3.0468  -0.30
C -2.2559 -1.5801 -1.9477  0.45
N -1.5268 -1.7354 -1.0464  -1.06
C -3.9873 -1.8411 -3.6326  -0.50
N -4.8657 -2.4018 -4.1178  -0.50
H -2.8043 1.4840 -5.0704  0.28
H -3.9184 0.1507 -5.0312  0.20
C 3.4580 1.2039 -0.9029  -0.47
N 2.9727 2.5099 -0.5379  0.32
C 3.6005 3.5986 -1.2503  -1.41
C 1.8906 2.6505 0.2535  0.14
N 1.1079 1.6292 0.5079  -0.83
N 1.6598 3.8852 0.8034  0.19
C 0.3425 4.2182 1.2999  -1.09
C 2.7185 4.6732 1.4059  -1.23
H 4.5485 1.2046 -0.8518  0.63
H 3.1561 0.9418 -1.9217  0.01
H 3.0596 0.4626 -0.2169  -0.28
H 3.6993 3.3140 -2.2993  0.40
H 4.5980 3.8165 -0.8595  0.33
H 2.9894 4.4930 -1.1964  0.46
H 0.4686 1.8324 1.2703  -0.04
H -0.4274 3.7364 0.6986  0.30
H 0.2156 5.2979 1.2257  0.40
H 0.2059 3.9388 2.3516  0.37
H 3.6848 4.2051 1.2544  0.39
H 2.5480 4.7527 2.4831  0.41
H 2.7364 5.6825 0.9913  0.35

Forces on atoms 1 to 2 (eV/Å):
Pt 0.81 -1.66 2.55
C 0.06 -0.18 0.21